1.
62
Properties=species:S:1:pos:R:3:forces:R:3 method="wB97M-V/def2-TZVPD" homo_lumo_gap_ev="4.4 / 4.5" e_tot_ev=-113840.156 e_lumo_ev="-12.2 / -12.1" total_charge=+3
Ru -0.294 -0.015 -1.186 0.2 0.5 0.1
S -0.050 -2.065 -1.278 0.0 -0.1 0.0
C -0.431 -2.890 0.192 0.0 0.1 -0.1
C -0.425 -4.291 0.166 0.0 0.0 0.0
C -0.740 -4.975 1.335 0.0 0.0 0.0
C -1.054 -4.272 2.488 0.0 0.0 0.0
C -1.066 -2.864 2.509 0.0 0.0 0.0
C -0.753 -2.179 1.362 0.0 0.0 0.1
As -0.723 -0.261 1.157 -0.4 -0.3 -0.2
C -2.262 0.093 -0.005 0.0 0.0 0.2
C -2.513 1.464 -0.276 0.0 0.0 0.0
C -3.672 1.848 -0.921 0.0 0.0 0.0
C -4.605 0.876 -1.286 0.0 0.0 0.0
C -4.372 -0.478 -1.044 0.0 0.0 0.0
C -3.208 -0.874 -0.412 0.0 0.0 0.0
C -0.978 0.666 2.797 0.2 0.0 0.0
C 0.129 0.898 3.611 0.0 0.0 0.0
C -0.068 1.508 4.840 0.0 0.0 0.0
C -1.348 1.879 5.234 0.0 0.0 0.0
C -2.443 1.642 4.410 0.0 0.0 0.0
C -2.269 1.031 3.178 0.0 0.0 0.0
H -0.177 -4.830 -0.741 0.0 0.0 0.0
H -0.732 -6.056 1.344 0.0 0.0 0.0
H -1.285 -4.814 3.396 0.0 0.0 0.0
H -1.306 -2.338 3.425 0.0 0.0 0.0
H -1.811 2.223 0.063 0.0 0.0 0.0
H -3.870 2.894 -1.115 0.0 0.0 0.0
H -5.529 1.179 -1.763 0.0 0.0 0.0
H -5.110 -1.214 -1.334 0.0 0.0 0.0
H -3.040 -1.922 -0.197 0.0 0.0 0.0
H 1.129 0.620 3.299 0.0 0.0 0.0
H 0.777 1.698 5.487 0.0 0.0 0.0
H -1.495 2.358 6.192 0.0 0.0 0.0
H -3.435 1.931 4.729 0.0 0.0 0.0
H -3.125 0.839 2.544 0.0 0.0 0.0
O 6.663 -0.187 2.242 0.0 0.0 0.0
C 6.528 0.461 1.078 0.0 0.0 -0.1
O 7.449 0.971 0.522 0.0 0.0 0.0
C 5.151 0.501 0.448 0.0 0.0 0.0
C 4.872 1.592 -0.372 0.0 0.0 0.0
C 3.680 1.660 -1.064 0.0 0.0 0.0
C 2.766 0.611 -0.963 0.0 0.1 0.1
C 3.016 -0.461 -0.117 0.0 -0.1 0.0
C 4.215 -0.517 0.580 0.0 0.0 0.0
N 1.578 0.625 -1.771 -0.1 -0.1 0.0
C 1.615 1.129 -2.958 0.1 -0.1 0.0
C 0.414 1.121 -3.775 0.0 0.0 -0.1
C 0.365 1.636 -5.053 0.0 0.0 0.0
C -0.830 1.534 -5.765 0.0 0.0 0.0
C -1.916 0.922 -5.169 0.0 0.0 0.0
C -1.795 0.433 -3.872 0.0 0.0 0.0
N -0.658 0.533 -3.186 0.0 -0.1 -0.1
H 5.818 -0.413 2.646 0.0 0.0 0.0
H 5.611 2.377 -0.464 0.0 0.0 0.0
H 3.464 2.538 -1.659 0.0 0.0 0.0
H 2.314 -1.279 -0.026 0.0 0.0 0.0
H 4.427 -1.385 1.192 0.0 0.0 0.0
H 2.544 1.514 -3.368 0.0 0.0 0.0
H 1.240 2.100 -5.489 0.0 0.0 0.0
H -0.899 1.923 -6.772 0.0 0.0 0.0
H -2.855 0.811 -5.694 0.0 0.0 0.0
H -2.622 -0.054 -3.371 0.0 0.0 0.0


2.
82
Properties=species:S:1:pos:R:3:forces:R:3 method="wB97M-V/def2-TZVPD" homo_lumo_gap_ev=7.3 e_tot_ev=-105388.253 e_lumo_ev=-2.0 total_charge=0
O 0.485 -3.208 -0.531 -0.3 -0.5 -0.5
S 0.753 -1.822 -0.376 0.9 0.3 1.5
O 2.212 -1.598 -1.146 -1.7 0.5 -0.4
O -0.272 -0.885 -1.315 0.7 -0.3 -0.2
C -1.277 -0.272 -0.551 -0.6 0.8 -0.8
S -2.894 -1.023 -1.108 0.6 -2.8 -0.5
O -3.503 -1.765 -0.035 -0.3 1.4 0.9
O -2.598 -1.881 -2.217 1.5 2.5 -0.6
H 2.171 -0.687 -1.495 0.5 -0.1 0.1
H -1.311 0.785 -0.872 0.0 -0.3 0.5
H -1.167 -0.392 0.537 -0.1 0.0 -0.3
H -3.684 -0.021 -1.614 0.3 0.1 0.6
C 6.601 0.032 0.893 0.1 0.2 0.0
C 5.292 -0.135 0.661 0.3 -0.6 0.2
C 4.408 1.022 0.302 0.1 0.5 0.0
O 3.225 0.823 0.083 0.0 -0.2 0.0
C 5.010 2.346 0.236 -0.4 0.0 0.0
C 6.314 2.513 0.468 -0.2 0.5 -0.1
C 7.205 1.358 0.802 0.1 -0.6 0.1
O 8.390 1.562 0.987 0.0 0.4 0.0
O 6.888 3.725 0.411 0.3 -0.6 0.2
O 4.712 -1.335 0.736 -0.3 0.6 -0.1
H 7.250 -0.793 1.151 0.0 0.0 0.0
H 4.361 3.179 -0.007 0.1 -0.1 0.0
H 7.832 3.575 0.616 0.0 0.1 0.0
H 3.769 -1.195 0.521 0.0 -0.2 -0.1
C -5.760 -3.563 -3.783 -0.3 0.0 -0.2
C -5.188 -3.983 -2.645 0.5 0.3 -0.2
C -5.855 -4.995 -1.763 -0.7 -0.4 0.0
O -5.281 -5.353 -0.751 -0.1 0.4 -0.2
C -7.164 -5.499 -2.158 0.3 0.0 0.2
C -7.734 -5.075 -3.292 -0.4 -0.4 0.3
C -7.057 -4.083 -4.189 0.6 0.5 -0.1
O -7.615 -3.747 -5.219 -0.3 -0.2 0.1
O -8.932 -5.511 -3.686 0.3 0.4 -0.3
O -4.005 -3.528 -2.242 -1.9 -2.1 0.0
H -5.290 -2.836 -4.430 0.0 0.0 0.0
H -7.642 -6.215 -1.504 0.0 0.0 0.0
H -9.113 -5.055 -4.531 0.0 0.0 0.0
H -3.818 -3.989 -1.399 0.2 0.1 0.0
C 2.801 6.247 -4.183 -0.2 0.0 -0.2
C 3.343 5.797 -3.045 0.4 0.4 -0.3
C 2.632 4.804 -2.178 -0.6 -0.3 0.0
O 3.178 4.412 -1.162 0.2 0.3 -0.1
C 1.311 4.351 -2.591 0.2 0.0 0.2
C 0.766 4.803 -3.727 -0.4 -0.4 0.3
C 1.487 5.776 -4.609 0.5 0.4 -0.1
O 0.955 6.140 -5.639 -0.3 -0.2 0.1
O -0.442 4.412 -4.134 0.3 0.4 -0.3
O 4.542 6.207 -2.623 -0.4 -0.4 0.3
H 3.304 6.962 -4.819 0.0 0.0 0.0
H 0.802 3.648 -1.946 0.0 0.0 0.0
H -0.601 4.879 -4.978 -0.1 -0.1 0.0
H 4.705 5.736 -1.782 0.1 0.1 0.0
C 2.281 4.753 4.690 0.3 -0.1 -0.1
C 1.224 5.451 4.261 -0.1 -0.3 0.6
C 1.239 6.174 2.949 0.3 0.2 -0.5
O 0.243 6.778 2.598 -0.2 -0.1 0.3
C 2.459 6.122 2.152 -0.3 0.1 0.1
C 3.518 5.427 2.582 0.1 0.3 -0.6
C 3.493 4.682 3.881 -0.3 -0.2 0.5
O 4.477 4.050 4.216 0.2 0.1 -0.3
O 4.650 5.359 1.880 -0.1 -0.3 0.5
O 0.099 5.540 4.976 0.1 0.2 -0.5
H 2.281 4.225 5.634 0.0 0.0 0.0
H 2.464 6.662 1.215 0.0 0.0 0.0
H 5.252 4.797 2.406 0.1 0.0 -0.1
H -0.506 6.095 4.447 0.0 0.0 0.1
C -4.184 -6.418 3.929 0.3 -0.1 0.2
C -4.274 -6.252 2.602 -0.7 0.1 0.3
C -3.062 -6.322 1.721 0.6 -0.1 0.0
O -3.198 -6.185 0.523 0.1 -0.1 0.2
C -1.764 -6.548 2.355 -0.1 0.0 -0.2
C -1.679 -6.709 3.679 0.5 0.0 -0.3
C -2.893 -6.667 4.555 -0.7 0.1 0.1
O -2.759 -6.838 5.754 0.4 0.0 0.0
O -0.509 -6.916 4.295 -0.5 0.0 0.3
O -5.440 -6.021 1.999 0.7 -0.1 -0.2
H -5.049 -6.372 4.576 0.0 0.0 0.0
H -0.895 -6.579 1.712 0.0 0.0 0.0
H -0.723 -7.001 5.244 0.0 0.0 0.0
H -5.244 -5.938 1.039 -0.2 0.1 -0.1


3.
67
Properties=species:S:1:pos:R:3:forces:R:3 method="wB97M-V/def2-TZVPD" homo_lumo_gap_ev=6.4 e_tot_ev=-142201.870 e_lumo_ev=-4.0 total_charge=+1
Bi -0.083 1.554 -0.029 -0.3 -0.1 -0.3
C 5.438 0.095 0.758 0.0 0.1 0.0
C 4.332 1.028 1.169 -0.1 -0.1 0.1
C 4.144 2.246 0.521 0.0 0.0 0.0
C 3.136 3.120 0.904 -0.1 0.0 -0.1
C 3.068 4.501 0.314 0.0 -0.1 0.0
C 2.242 2.727 1.906 0.2 -0.1 0.3
C 2.436 1.532 2.607 0.0 0.0 -0.1
C 1.626 1.151 3.816 0.1 0.0 0.0
C 3.489 0.702 2.225 0.0 0.0 -0.1
H 6.398 0.465 1.122 0.0 0.0 0.0
H 5.503 0.018 -0.327 0.0 0.0 0.0
H 5.286 -0.900 1.174 0.0 0.0 0.0
H 4.827 2.542 -0.267 0.0 0.0 0.0
H 2.041 4.855 0.209 0.0 0.0 0.0
H 3.565 4.546 -0.653 0.0 0.0 0.0
H 3.585 5.194 0.981 0.0 0.0 0.0
H 1.471 3.422 2.226 0.0 0.0 0.0
H 2.208 1.358 4.716 0.0 0.0 0.0
H 1.399 0.083 3.812 0.0 0.0 0.0
H 0.701 1.709 3.890 -0.1 0.1 0.0
H 3.673 -0.206 2.790 -0.1 -0.1 0.0
Br 2.500 -5.031 -6.359 0.0 0.0 0.1
C 1.423 -5.217 -4.817 0.0 0.0 0.0
C 0.493 -4.230 -4.516 0.1 0.0 -0.1
C -0.316 -4.372 -3.406 -0.1 -0.1 0.0
C -0.210 -5.512 -2.600 0.5 0.3 -0.6
C 0.718 -6.501 -2.931 -0.2 0.2 0.2
C 1.550 -6.347 -4.022 0.1 0.1 -0.2
N -1.050 -5.828 -1.510 -0.3 -0.1 0.0
N -1.741 -5.003 -0.908 -0.4 -1.0 0.7
C -1.708 -3.615 -0.958 0.1 1.1 -0.2
C -2.878 -2.910 -1.181 0.3 -0.5 -0.1
C -2.920 -1.517 -1.131 0.2 0.4 0.1
C -1.806 -0.789 -0.764 -0.4 -0.1 -0.2
O -1.822 0.545 -0.670 0.3 0.1 -0.2
C -0.622 -1.485 -0.470 0.1 -0.5 0.1
N 0.450 -0.738 -0.084 0.1 -0.1 0.1
C 1.612 -1.322 0.150 -0.2 0.1 0.0
C 1.770 -2.706 0.088 -0.1 -0.2 -0.1
C 0.691 -3.492 -0.246 0.2 0.1 0.1
C -0.538 -2.898 -0.570 -0.3 0.3 0.0
H 0.409 -3.358 -5.149 0.0 0.0 0.0
H -1.063 -3.620 -3.197 0.1 0.0 -0.1
H 0.770 -7.384 -2.308 0.0 0.0 0.0
H 2.285 -7.099 -4.272 0.0 0.0 0.0
H -3.772 -3.462 -1.439 0.0 0.0 0.0
H -3.835 -0.988 -1.363 0.0 0.0 0.0
H 2.426 -0.668 0.425 0.2 0.0 0.1
H 2.729 -3.147 0.314 0.0 0.0 0.0
H 0.781 -4.571 -0.243 0.0 0.0 0.0
O -2.605 5.228 -1.199 0.0 0.1 0.2
S -3.135 3.962 -0.817 0.0 0.2 0.0
O -3.660 3.086 -1.809 -0.1 -0.1 0.1
N -1.936 3.117 0.059 -0.5 0.3 -0.1
C -2.359 2.829 1.251 0.4 -0.1 -0.1
S -1.398 1.755 2.183 0.2 -0.2 0.5
C -3.629 3.417 1.663 -0.4 0.1 0.0
C -4.252 3.369 2.900 0.1 0.0 -0.1
C -5.474 4.012 3.038 0.0 0.0 0.1
C -6.060 4.675 1.967 0.1 0.0 0.0
C -5.430 4.727 0.725 -0.1 0.1 -0.2
C -4.217 4.093 0.600 0.4 -0.2 0.0
H -3.792 2.848 3.730 0.0 0.0 0.0
H -5.978 3.993 3.994 0.0 0.0 0.0
H -7.014 5.167 2.096 0.0 0.0 0.0
H -5.877 5.246 -0.112 0.0 0.0 0.0